{
  "formula": "C35H42Cl3HfNO3SSi",
  "method": "ωB97M-V/def2-TZVPD",
  "e_tot_ev": -102198.3818,
  "total_charge": 0,
  "fmax_ev_per_a": 1.32,
  "symbols": ["Hf", "C", "C", "C", "C", "C", "C", "C", "C", "C", "S", "C", "N", "H", "H", "H", "H", "H", "H", "H", "H", "Cl", "C", "C", "C", "Cl", "C", "O", "C", "Cl", "C", "H", "H", "C", "C", "C", "C", "Si", "C", "C", "C", "C", "C", "C", "C", "C", "H", "H", "H", "H", "H", "H", "H", "H", "H", "H", "H", "H", "H", "H", "H", "H", "H", "H", "H", "H", "H", "H", "H", "H", "H", "H", "H", "O", "C", "O", "C", "C", "C", "C", "C", "C", "H", "H", "H", "H", "H"],
  "xyz": [[0.490, -0.421, -0.511], [-1.244, 1.768, -1.678], [-0.620, 1.224, -2.945], [-0.770, 1.803, -4.221], [-0.168, 1.186, -5.280], [0.582, -0.001, -5.095], [1.215, -0.701, -6.151], [1.922, -1.836, -5.877], [2.030, -2.322, -4.554], [1.417, -1.676, -3.512], [1.490, -2.299, -1.859], [0.680, -0.505, -3.791], [0.065, 0.124, -2.751], [-2.046, 3.459, -2.571], [-0.502, 2.363, -1.136], [-2.355, 0.240, -1.153], [-1.374, 2.688, -4.344], [-0.271, 1.594, -6.278], [1.123, -0.327, -7.162], [2.406, -2.380, -6.676], [2.600, -3.219, -4.353], [-6.249, 4.963, -2.349], [-4.898, 3.893, -2.022], [-4.123, 4.080, -0.858], [-2.995, 3.344, -0.693], [-2.206, 3.220, 0.878], [-2.437, 2.658, -1.905], [-1.507, 0.608, -0.817], [-3.603, 1.988, -2.575], [-3.591, 0.238, -2.916], [-4.755, 2.709, -2.744], [-4.475, 4.737, -0.073], [-5.571, 2.328, -3.345], [-2.503, -1.564, 2.520], [-1.099, -1.167, 2.995], [-0.943, -1.606, 4.457], [-1.077, 0.369, 2.954], [0.259, -1.925, 1.822], [2.033, -1.717, 2.609], [2.365, -2.784, 3.664], [2.222, -0.353, 3.291], [3.071, -1.786, 1.482], [-0.123, -3.810, 1.481], [-0.569, -4.587, 2.728], [1.087, -4.559, 0.904], [-1.239, -3.909, 0.426], [-3.248, -1.033, 3.121], [-2.707, -2.628, 2.618], [-2.678, -1.285, 1.476], [-1.730, -1.138, 5.058], [0.010, -1.300, 4.885], [-1.029, -2.683, 4.587], [-1.837, 0.749, 3.646], [-1.328, 0.760, 1.968], [-0.121, 0.795, 3.248], [1.609, -2.833, 4.447], [3.318, -2.536, 4.146], [2.470, -3.782, 3.243], [1.592, -0.233, 4.170], [2.020, 0.488, 2.626], [3.262, -0.270, 3.624], [3.083, -2.745, 0.964], [4.077, -1.608, 1.879], [2.925, -1.007, 0.715], [0.192, -4.583, 3.508], [-0.749, -5.633, 2.454], [-1.492, -4.206, 3.160], [1.890, -4.689, 1.626], [1.505, -4.084, 0.018], [0.766, -5.561, 0.602], [-2.182, -3.483, 0.761], [-1.423, -4.963, 0.189], [-0.956, -3.422, -0.511], [0.822, 1.222, 0.660], [1.680, 1.803, -0.133], [2.168, 1.067, -1.030], [1.971, 3.218, 0.060], [1.488, 3.881, 1.184], [1.707, 5.242, 1.309], [2.388, 5.927, 0.312], [2.874, 5.262, -0.808], [2.668, 3.901, -0.938], [0.942, 3.330, 1.938], [1.331, 5.771, 2.173], [2.535, 6.995, 0.403], [3.411, 5.805, -1.573], [3.028, 3.358, -1.801]],
  "atomic_forces_ev_per_a": [[-0.52, 0.20, -1.20], [0.14, 0.30, 0.01], [-0.36, 0.08, -0.12], [0.09, -0.05, 0.12], [0.03, -0.04, 0.02], [-0.04, 0.04, -0.19], [-0.04, 0.05, 0.07], [-0.01, -0.03, 0.15], [0.03, 0.03, -0.14], [0.01, -0.12, 0.11], [0.05, 0.12, 0.04], [0.00, 0.07, 0.10], [0.26, -0.38, 0.07], [0.06, -0.04, -0.06], [-0.08, -0.07, 0.03], [0.04, -0.27, 0.04], [-0.01, 0.01, -0.01], [-0.01, -0.01, -0.02], [0.02, 0.02, -0.02], [0.02, -0.01, -0.01], [0.00, -0.03, -0.02], [0.06, -0.06, 0.04], [-0.03, 0.08, -0.06], [-0.06, 0.00, 0.02], [0.02, -0.04, 0.19], [0.01, 0.10, -0.21], [-0.04, -0.22, 0.14], [0.35, 0.08, 0.20], [-0.09, 0.00, -0.18], [-0.01, 0.08, 0.04], [-0.02, -0.05, 0.08], [-0.02, 0.01, 0.01], [-0.02, 0.00, -0.04], [-0.02, 0.00, 0.03], [-0.02, -0.02, -0.09], [-0.05, 0.01, -0.01], [0.04, -0.01, 0.04], [-0.09, -0.37, 0.09], [-0.06, 0.07, 0.04], [0.06, 0.05, -0.01], [0.00, 0.03, -0.03], [0.09, -0.02, -0.02], [0.01, 0.06, 0.04], [-0.01, -0.01, -0.03], [-0.03, -0.01, -0.05], [0.02, -0.02, -0.03], [-0.02, 0.01, 0.00], [0.01, -0.03, 0.02], [0.01, 0.02, -0.02], [-0.03, 0.00, 0.02], [0.03, 0.04, 0.01], [0.00, -0.05, -0.01], [-0.01, 0.02, 0.01], [-0.01, -0.02, -0.03], [0.03, 0.01, 0.00], [-0.02, 0.03, 0.03], [0.02, -0.01, -0.01], [-0.02, -0.02, -0.03], [-0.01, -0.02, 0.03], [0.00, -0.02, -0.04], [0.02, 0.02, 0.01], [-0.03, -0.01, -0.02], [0.01, -0.03, 0.02], [-0.02, 0.01, 0.05], [0.04, 0.01, 0.03], [0.00, -0.03, 0.00], [-0.03, 0.01, -0.02], [0.03, 0.02, 0.04], [-0.02, 0.02, -0.02], [0.00, -0.03, 0.00], [-0.03, 0.03, 0.02], [-0.02, -0.02, 0.01], [0.03, -0.01, 0.01], [0.31, 0.86, 0.42], [0.02, -0.43, 0.69], [-0.09, -0.13, -0.08], [0.10, 0.06, -0.39], [-0.04, 0.04, 0.05], [0.00, -0.01, -0.02], [0.00, 0.00, -0.03], [0.00, -0.02, 0.05], [0.02, 0.06, 0.08], [-0.03, -0.01, -0.03], [0.00, 0.01, 0.02], [0.03, 0.02, 0.02], [-0.01, 0.02, -0.02], [0.01, -0.03, -0.02]],
  "mulliken_charge": [0.17, -0.72, 1.01, -1.01, -1.16, 1.23, -0.89, -0.81, -0.54, 0.83, -0.46, -0.76, -0.46, 0.31, 0.23, 0.11, 0.49, 0.45, 0.42, 0.39, 0.50, -0.27, -0.26, -0.43, -0.44, -0.22, 0.66, 0.02, 0.18, -0.24, -0.50, 0.44, 0.42, -1.97, 2.93, -1.85, -1.55, -1.20, 2.73, -1.77, -1.99, -1.50, 2.89, -1.88, -1.67, -1.73, 0.55, 0.39, 0.18, 0.58, 0.32, 0.29, 0.70, -0.20, 0.25, 0.29, 0.55, 0.31, 0.34, 0.07, 0.61, 0.22, 0.52, 0.28, 0.31, 0.56, 0.32, 0.30, 0.06, 0.58, 0.31, 0.56, 0.25, 0.09, 1.26, -0.78, 0.22, 0.10, -0.99, -0.36, -0.75, -0.68, 0.52, 0.43, 0.41, 0.42, 0.48]
}

=====

{
  "formula": "C35H42MgN5O6Se2",
  "method": "ωB97M-V/def2-TZVPD",
  "e_tot_ev": -192846.4817,
  "total_charge": 1,
  "fmax_ev_per_a": 0.91,
  "symbols": ["Mg", "C", "C", "C", "C", "C", "N", "C", "C", "C", "N", "C", "C", "C", "C", "C", "C", "C", "C", "N", "C", "C", "C", "N", "C", "C", "C", "C", "O", "C", "O", "H", "H", "H", "H", "H", "H", "H", "H", "H", "H", "H", "H", "H", "H", "H", "H", "H", "H", "H", "H", "H", "H", "H", "H", "H", "H", "H", "H", "C", "Se", "C", "C", "Se", "C", "H", "H", "H", "H", "H", "H", "H", "H", "H", "H", "O", "C", "O", "C", "C", "C", "C", "C", "C", "N", "O", "O", "H", "H", "H", "H"],
  "xyz": [[0.065, 0.382, -0.324], [0.086, 0.252, 6.708], [-0.198, 0.115, 5.236], [-1.464, 0.217, 4.720], [-1.727, 0.079, 3.338], [-3.033, 0.286, 2.851], [-3.387, 0.166, 1.606], [-4.599, 0.736, 1.040], [-4.585, 2.265, 1.189], [-3.275, 2.874, 0.665], [-2.748, 3.860, 1.598], [-1.741, 4.668, 1.393], [-0.765, 4.637, 0.376], [-0.283, 5.915, -0.017], [0.616, 6.089, -1.029], [1.041, 7.444, -1.523], [1.160, 4.922, -1.591], [0.829, 3.651, -1.175], [1.615, 2.561, -1.728], [1.609, 1.357, -1.329], [2.599, 0.455, -1.888], [3.636, 0.173, -0.795], [3.128, -0.831, 0.228], [1.872, -0.426, 0.853], [1.819, -0.508, 2.124], [0.665, -0.239, 2.970], [0.850, -0.137, 4.334], [-0.653, -0.161, 2.415], [-0.870, -0.308, 1.173], [-0.185, 3.431, -0.176], [-0.481, 2.274, 0.259], [-0.836, 0.349, 7.278], [0.703, 1.130, 6.906], [0.629, -0.619, 7.076], [-2.300, 0.403, 5.387], [-3.797, 0.604, 3.557], [-2.662, -0.138, 0.941], [-5.488, 0.320, 1.518], [-4.600, 0.466, -0.012], [-4.709, 2.507, 2.250], [-5.448, 2.683, 0.671], [-3.426, 3.370, -0.298], [-2.524, 2.110, 0.489], [-3.292, 4.018, 2.434], [-1.701, 5.517, 2.071], [-0.711, 6.789, 0.465], [0.609, 8.235, -0.912], [0.712, 7.592, -2.553], [2.127, 7.539, -1.505], [1.910, 5.030, -2.370], [2.311, 2.861, -2.523], [3.085, 0.893, -2.767], [2.107, -0.477, -2.180], [3.882, 1.113, -0.294], [4.552, -0.218, -1.240], [3.904, -1.015, 0.981], [2.942, -1.775, -0.289], [2.712, -0.825, 2.678], [1.856, -0.248, 4.729], [-4.962, -2.814, -1.190], [-3.219, -3.160, -0.397], [-2.210, -3.016, -2.072], [-0.846, -3.657, -1.979], [0.426, -2.791, -0.760], [0.057, -3.815, 0.855], [-4.979, -1.804, -1.598], [-5.707, -2.921, -0.405], [-5.161, -3.537, -1.977], [-2.129, -1.965, -2.336], [-2.801, -3.540, -2.825], [-0.352, -3.613, -2.949], [-0.925, -4.699, -1.672], [0.106, -4.875, 0.619], [-0.919, -3.556, 1.258], [0.839, -3.566, 1.569], [-2.443, 0.546, -1.070], [-1.683, 0.810, -2.018], [-0.559, 0.251, -2.198], [-2.093, 1.919, -2.963], [-1.138, 2.549, -3.751], [-1.457, 3.688, -4.466], [-2.758, 4.162, -4.421], [-3.746, 3.506, -3.703], [-3.401, 2.392, -2.959], [-3.089, 5.398, -5.137], [-2.169, 6.042, -5.605], [-4.263, 5.704, -5.218], [-0.142, 2.134, -3.793], [-0.722, 4.216, -5.056], [-4.758, 3.884, -3.725], [-4.149, 1.887, -2.362]],
  "atomic_forces_ev_per_a": [[0.59, -0.15, 0.21], [0.06, -0.01, -0.09], [-0.07, -0.04, 0.13], [0.00, 0.00, -0.02], [0.34, -0.14, -0.13], [-0.11, -0.07, -0.08], [0.10, 0.03, -0.03], [-0.25, 0.24, 0.03], [0.17, -0.09, -0.07], [-0.17, -0.26, -0.13], [0.15, 0.07, 0.11], [-0.09, 0.01, -0.03], [0.20, -0.19, -0.15], [-0.05, 0.03, -0.09], [-0.02, 0.13, 0.07], [-0.03, -0.14, -0.04], [-0.10, -0.13, 0.06], [-0.13, 0.06, -0.06], [0.31, -0.06, -0.04], [0.31, 0.48, -0.36], [0.34, 0.05, 0.11], [-0.19, -0.03, 0.03], [0.28, -0.04, -0.03], [-0.11, 0.00, 0.30], [0.33, -0.09, -0.07], [-0.17, 0.00, 0.01], [-0.12, 0.06, -0.18], [0.01, -0.01, 0.42], [-0.54, -0.30, 0.67], [-0.08, 0.19, 0.24], [0.05, 0.31, -0.05], [0.01, -0.01, 0.02], [-0.02, 0.00, 0.03], [-0.03, 0.01, 0.06], [0.00, 0.01, 0.00], [-0.04, 0.03, -0.05], [0.03, 0.01, 0.04], [0.05, -0.04, 0.01], [-0.01, -0.09, 0.02], [-0.03, 0.01, 0.01], [-0.03, -0.01, 0.04], [0.05, 0.04, 0.04], [0.05, 0.07, 0.05], [-0.05, 0.13, -0.03], [-0.04, -0.05, 0.07], [0.03, 0.00, 0.02], [0.03, 0.03, -0.01], [0.01, 0.06, 0.01], [-0.01, 0.06, 0.01], [0.03, -0.03, 0.02], [0.02, -0.02, 0.05], [-0.07, -0.03, -0.02], [0.00, 0.04, -0.11], [0.10, 0.02, -0.07], [-0.02, -0.04, -0.01], [-0.08, 0.00, 0.03], [0.01, -0.04, 0.02], [0.01, 0.05, -0.04], [0.01, 0.01, -0.01], [0.15, 0.06, -0.03], [0.01, -0.01, -0.06], [-0.16, 0.04, 0.15], [0.19, 0.05, 0.13], [-0.27, -0.25, -0.23], [-0.05, 0.17, -0.10], [-0.07, -0.02, 0.02], [-0.01, 0.04, -0.01], [-0.02, -0.02, 0.02], [-0.02, 0.10, -0.03], [0.01, 0.03, -0.02], [-0.04, -0.06, -0.02], [0.09, -0.04, -0.04], [0.02, -0.01, 0.02], [0.05, 0.01, 0.05], [-0.01, -0.01, 0.03], [-0.13, -0.05, -0.04], [-0.61, -0.13, -0.55], [-0.30, 0.09, -0.32], [0.07, -0.06, 0.06], [-0.05, -0.11, 0.00], [-0.05, 0.19, -0.16], [0.17, -0.42, 0.29], [-0.07, 0.17, -0.10], [0.00, 0.02, 0.03], [-0.12, 0.29, -0.30], [-0.12, -0.12, 0.11], [0.16, -0.05, 0.07], [0.07, -0.01, 0.05], [0.00, -0.01, 0.00], [0.00, 0.02, 0.01], [0.04, -0.03, 0.01]],
  "mulliken_charge": [0.63, -1.59, 0.26, -1.04, 0.17, -0.10, 0.49, -0.59, -1.47, 1.24, 0.11, -0.79, 0.69, -0.93, 0.09, -1.68, -0.35, 1.36, -0.93, 0.36, -0.90, -0.83, -0.86, 0.11, -0.65, 0.56, -0.65, 0.65, -0.11, -0.79, -0.13, 0.37, 0.33, 0.36, 0.39, 0.49, -0.62, 0.54, 0.05, 0.51, 0.40, 0.38, -0.97, 0.34, 0.51, 0.40, 0.39, 0.33, 0.38, 0.48, 0.27, 0.58, 0.18, 0.34, 0.43, 0.62, 0.18, 0.27, 0.56, -0.96, 0.14, -0.03, -1.16, 0.26, -1.09, 0.19, 0.34, 0.36, -0.25, 0.62, 0.47, 0.43, 0.42, 0.25, 0.33, -0.01, 0.82, -0.83, -0.08, -0.54, -0.59, -0.15, -0.54, -0.36, 1.00, -0.60, -0.60, 0.60, 0.53, 0.52, 0.66]
}